(1)
Computed, not measured: 12 unconnected molecules or ions with the total composition C36H76F2N10O16 at a distorted geometry, with ωB97M-V/def2-TZVPD.

Properties
SMILES string: O=C1OC[C@@H](F)O1.O=C1OC[C@@H](F)O1.CNC(C)=O.CNC(C)=O.CNC(C)=O.CNC(C)=O.CNC(C)=O.CNC(C)=O.CNC(C)=O.CNC(C)=O.CNC(C)=O.CNC(C)=O
Molar mass (g mol⁻¹): 943.05
Energy above the lowest of the compared OMol25 structures with the same formula, charge and spin (kcal per mole): 84.2
Energy (hartree): -3368.54763
HOMO-LUMO gap (Eh): 0.2960

The geometry in ORCA input format:
```
! wB97M-V def2-TZVPD RIJCOSX def2/J DEFGRID3
* xyz 0 1
C -2.779 -1.572 -2.545
C -3.500 -1.135 -3.793
O -2.817 0.048 -4.101
C -1.556 -0.193 -3.794
O -0.557 0.405 -4.237
O -1.460 -1.198 -2.938
F -4.720 -0.760 -3.487
H -2.839 -2.655 -2.436
H -3.133 -1.078 -1.641
H -3.516 -1.902 -4.567
C -0.198 -0.108 0.819
C 0.281 0.386 -0.485
O 1.414 1.164 -0.274
C 1.368 1.533 0.994
O 2.207 2.280 1.542
O 0.282 0.968 1.624
F -0.700 1.177 -0.879
H 0.263 -1.051 1.113
H -1.260 -0.282 0.995
H 0.489 -0.384 -1.228
C 4.632 0.341 3.074
C 5.805 1.300 2.721
O 6.779 0.838 2.126
N 5.610 2.613 2.826
C 6.515 3.662 2.403
H 3.652 0.817 3.044
H 4.880 0.028 4.089
H 4.613 -0.444 2.318
H 4.644 2.881 2.947
H 6.633 4.313 3.269
H 6.080 4.171 1.542
H 7.525 3.276 2.268
C 2.215 -3.053 2.831
C 1.511 -4.422 2.889
O 1.092 -4.941 3.909
N 1.315 -4.947 1.702
C 0.583 -6.218 1.519
H 2.237 -2.605 3.825
H 1.703 -2.265 2.279
H 3.264 -3.162 2.556
H 1.611 -4.527 0.832
H 0.903 -6.569 0.538
H -0.505 -6.161 1.544
H 0.885 -6.909 2.305
C 2.735 -1.401 -4.414
C 3.490 -0.184 -3.827
O 4.660 -0.311 -3.517
N 2.738 0.936 -3.770
C 3.139 2.208 -3.131
H 2.842 -2.329 -3.853
H 3.103 -1.547 -5.429
H 1.655 -1.256 -4.440
H 1.781 0.893 -4.089
H 2.355 2.726 -2.578
H 3.582 2.862 -3.882
H 3.904 1.986 -2.386
C -4.765 -0.438 2.710
C -4.816 -0.785 1.210
O -4.098 -0.213 0.377
N -5.663 -1.747 0.896
C -5.940 -2.105 -0.518
H -5.584 0.177 3.082
H -3.823 0.083 2.883
H -4.785 -1.311 3.361
H -6.399 -2.033 1.526
H -6.907 -1.697 -0.812
H -6.134 -3.174 -0.601
H -5.124 -1.895 -1.210
C -1.212 6.659 -3.486
C -1.027 5.535 -4.508
O -1.210 5.597 -5.737
N -0.630 4.323 -4.224
C -0.211 3.789 -2.954
H -0.459 7.443 -3.565
H -1.203 6.280 -2.464
H -2.190 7.096 -3.688
H -0.414 3.703 -4.992
H 0.070 2.758 -3.168
H -0.928 3.792 -2.132
H 0.684 4.314 -2.621
C -2.897 -3.397 6.285
C -1.869 -2.392 5.662
O -1.292 -1.541 6.361
N -1.582 -2.480 4.326
C -0.714 -1.497 3.702
H -3.821 -2.856 6.490
H -2.588 -3.720 7.279
H -3.087 -4.265 5.654
H -2.072 -3.179 3.785
H 0.062 -1.111 4.362
H -1.351 -0.615 3.623
H -0.388 -1.856 2.726
C 3.965 -2.715 -0.450
C 2.533 -3.046 -0.887
O 1.605 -2.569 -0.267
N 2.335 -3.994 -1.852
C 1.023 -4.241 -2.427
H 4.229 -3.258 0.458
H 4.065 -1.633 -0.367
H 4.711 -3.218 -1.065
H 3.051 -4.396 -2.440
H 0.539 -3.284 -2.625
H 0.357 -4.816 -1.784
H 1.092 -4.750 -3.388
C 3.043 5.171 -0.064
C 3.797 6.284 0.498
O 3.403 6.724 1.606
N 4.794 6.790 -0.240
C 5.553 7.908 0.111
H 3.333 4.829 -1.058
H 1.977 5.397 -0.026
H 3.066 4.252 0.522
H 5.188 6.226 -0.980
H 5.627 8.590 -0.736
H 6.581 7.613 0.318
H 5.208 8.557 0.917
C -2.012 -3.042 0.569
C -2.556 -4.285 1.250
O -2.612 -4.305 2.500
N -2.864 -5.313 0.439
C -3.527 -6.566 0.882
H -2.029 -3.078 -0.520
H -0.954 -2.849 0.746
H -2.659 -2.271 0.988
H -2.837 -5.145 -0.557
H -2.890 -7.421 0.654
H -4.470 -6.796 0.386
H -3.639 -6.705 1.957
C -3.699 2.411 -2.303
C -3.954 3.326 -1.181
O -3.717 4.525 -1.306
N -4.517 2.801 -0.083
C -4.879 3.526 1.122
H -4.338 1.533 -2.399
H -2.708 1.987 -2.144
H -3.640 2.811 -3.315
H -4.620 1.802 0.027
H -4.659 2.924 2.004
H -5.951 3.711 1.049
H -4.415 4.512 1.119
*
```

(2)
Computed, not measured: a molecular structure, C24H29ClN2P2V at a distorted geometry, with ωB97M-V/def2-TZVPD.

Properties
Molar mass (g mol⁻¹): 493.85
Energy (hartree): -3128.05546
HOMO-LUMO gap (spin up / spin down) (Eh): 0.2075 / 0.2186

The geometry in ORCA input format:
```
! wB97M-V def2-TZVPD RIJCOSX def2/J DEFGRID3
* xyz 1 3
C -3.048 -1.242 -2.341
C -1.985 -0.529 -1.783
C -2.009 -0.262 -0.389
C -3.197 -0.446 0.349
C -4.263 -1.127 -0.256
C -4.182 -1.543 -1.581
C -3.345 0.136 1.689
C -2.376 1.196 1.993
C -1.221 1.367 1.206
C -0.483 2.578 1.268
C -0.746 3.464 2.313
C -1.791 3.217 3.204
C -2.621 2.115 3.024
H -3.001 -1.533 -3.393
H -5.169 -1.303 0.326
H -5.020 -2.064 -2.045
H -4.369 0.503 1.845
H -0.139 4.365 2.408
H -1.977 3.907 4.026
H -3.490 1.959 3.661
N -0.910 0.392 0.227
V 0.813 -0.160 -0.048
C -0.882 0.061 -2.654
H -0.853 1.162 -2.541
H -1.063 -0.174 -3.713
C 0.513 2.916 0.166
H 0.018 2.872 -0.823
H 0.917 3.928 0.308
P 0.846 -0.564 -2.272
P 1.995 1.766 0.083
C 2.838 2.211 1.632
H 3.555 1.425 1.900
H 3.368 3.166 1.501
H 2.103 2.309 2.441
C 3.081 2.495 -1.184
H 3.472 3.456 -0.820
H 3.922 1.807 -1.361
H 2.548 2.651 -2.132
C 0.667 -2.330 -2.683
H 0.809 -2.487 -3.764
H 1.418 -2.907 -2.130
H -0.330 -2.692 -2.391
C 1.919 0.087 -3.583
H 2.821 -0.540 -3.637
H 1.394 0.055 -4.550
H 2.231 1.117 -3.367
H -3.340 -0.873 2.666
H -3.452 -1.423 3.270
Cl 0.587 -5.592 1.010
C 1.444 -4.115 1.171
C 2.820 -4.114 1.421
C 3.461 -2.879 1.562
C 2.744 -1.700 1.374
N 1.447 -1.723 0.963
C 0.755 -2.908 0.964
H 3.355 -5.059 1.478
H 4.525 -2.809 1.779
H 3.183 -0.703 1.481
H -0.310 -2.885 0.732
*
```

(3)
Computed, not measured: a molecular structure, C26H49N2O7Y at a distorted geometry, with ωB97M-V/def2-TZVPD.

Properties
Molar mass (g mol⁻¹): 590.59
Energy above the lowest of the compared OMol25 structures with the same formula, charge and spin (kcal per mole): 12.1
Energy (hartree): -1694.26171
HOMO-LUMO gap (Eh): 0.3067

The geometry in ORCA input format:
```
! wB97M-V def2-TZVPD RIJCOSX def2/J DEFGRID3
* xyz 2 1
Y -0.159 -0.601 0.840
C 2.023 0.008 -2.050
C 0.693 -0.358 -2.713
O -0.095 -1.192 -1.867
C -1.324 -1.545 -2.502
C -2.354 -1.969 -1.447
O -2.426 -1.087 -0.332
C -3.316 0.019 -0.483
C -2.685 1.182 -1.257
O -1.310 1.255 -0.883
C -0.771 2.572 -0.897
C -0.692 3.102 0.533
O 0.007 2.114 1.285
C 0.924 2.642 2.233
C 1.547 1.445 2.945
O 1.957 0.427 2.030
C 3.149 0.691 1.302
C 2.877 1.160 -0.138
O 1.800 0.402 -0.698
H 2.455 0.833 -2.630
H 2.727 -0.836 -2.078
H 0.900 -0.868 -3.664
H 0.135 0.561 -2.926
H -1.166 -2.386 -3.190
H -1.693 -0.694 -3.082
H -2.082 -2.945 -1.040
H -3.334 -2.059 -1.924
H -3.522 0.350 0.537
H -4.249 -0.294 -0.963
H -3.220 2.101 -0.998
H -2.757 1.038 -2.345
H -1.358 3.241 -1.529
H 0.242 2.490 -1.305
H -1.694 3.236 0.960
H -0.165 4.061 0.550
H 0.410 3.284 2.960
H 1.691 3.237 1.720
H 0.786 0.963 3.565
H 2.389 1.773 3.564
H 3.697 -0.259 1.279
H 3.778 1.428 1.810
H 3.791 1.026 -0.723
H 2.601 2.220 -0.160
N 1.625 -2.247 0.272
C 1.509 -3.654 0.705
C 0.047 -4.080 0.587
N -0.778 -3.089 1.297
H 1.567 -2.249 -0.748
H 2.562 -1.919 0.514
H 2.137 -4.317 0.096
H 1.836 -3.733 1.743
H -0.078 -5.093 0.985
H -0.235 -4.101 -0.469
H -0.539 -3.155 2.291
H -1.763 -3.352 1.243
C -4.112 -0.740 2.747
C -3.396 0.252 3.669
C -2.845 1.454 2.906
C -2.348 -0.507 4.450
C -2.666 -0.881 5.745
C -1.807 -1.652 6.507
C -0.598 -2.041 5.964
C -0.231 -1.691 4.675
C 1.129 -2.117 4.160
C 1.338 -3.631 4.281
C 2.249 -1.415 4.939
C -1.116 -0.920 3.877
O -0.790 -0.574 2.629
H -4.885 -0.236 2.169
H -4.589 -1.516 3.339
H -3.393 -1.216 2.077
H -4.133 0.632 4.384
H -2.123 1.131 2.150
H -2.345 2.132 3.596
H -3.664 1.996 2.434
H -3.610 -0.564 6.162
H -2.077 -1.941 7.511
H 0.072 -2.634 6.564
H 1.202 -1.808 3.103
H 1.383 -3.917 5.329
H 2.285 -3.930 3.832
H 0.534 -4.204 3.823
H 2.288 -1.787 5.959
H 2.088 -0.342 4.980
H 3.214 -1.606 4.474
*
```

(4)
Computed, not measured: a single C16H25N3O4S molecule, with ωB97M-V/def2-TZVPD.

Properties
SMILES string: CCOC(=O)c1sc(C)c(C(=O)NCCCN2CCOCC2)c1N
Molar mass (g mol⁻¹): 355.46
Energy above the lowest of the compared OMol25 structures with the same formula, charge and spin (kcal per mole): 18.1
Energy (hartree): -1488.14023
HOMO-LUMO gap (Eh): 0.3242

The geometry in ORCA input format:
```
! wB97M-V def2-TZVPD RIJCOSX def2/J DEFGRID3
* xyz 0 1
C 5.002 1.416 -0.955
C 4.768 -0.083 -0.941
H 5.582 -0.610 -0.429
H 4.690 -0.485 -1.956
O 3.546 -0.339 -0.251
C 3.134 -1.635 -0.252
O 3.770 -2.519 -0.777
C 1.876 -1.820 0.432
C 1.059 -0.917 1.091
N 1.319 0.424 1.193
H 2.271 0.685 0.985
H 0.885 0.896 1.971
C -0.114 -1.542 1.618
C -0.147 -2.893 1.382
S 1.215 -3.431 0.469
C -1.207 -3.854 1.778
H -1.854 -3.395 2.522
H -1.802 -4.143 0.911
H -0.763 -4.756 2.193
C -1.213 -0.813 2.309
O -1.843 -1.270 3.247
N -1.426 0.424 1.799
H -1.076 0.643 0.867
C -2.591 1.202 2.151
C -3.574 1.275 0.980
H -4.457 1.835 1.293
C -2.972 1.973 -0.241
N -1.826 1.261 -0.798
C -2.217 0.095 -1.580
C -0.966 -0.641 -2.062
O -0.139 0.198 -2.831
C 0.242 1.328 -2.082
C -0.981 2.120 -1.615
H -0.654 2.971 -1.013
H -1.526 2.497 -2.497
H 0.861 1.938 -2.742
H 0.829 1.018 -1.206
H -1.239 -1.478 -2.707
H -0.408 -1.020 -1.193
H -2.807 -0.579 -0.957
H -2.822 0.392 -2.454
H -3.756 2.116 -1.004
H -2.623 2.964 0.066
H -3.895 0.265 0.722
H -2.274 2.213 2.430
H -3.059 0.725 3.016
H 5.921 1.634 -1.492
H 4.175 1.918 -1.449
H 5.088 1.796 0.060
*
```

(5)
Computed, not measured: a molecular structure, CF3NNaO4S3Sm at a distorted geometry, with ωB97M-V/def2-TZVPD.

Properties
Molar mass (g mol⁻¹): 416.56
Energy above the lowest of the compared OMol25 structures with the same formula, charge and spin (kcal per mole): 56.7
Energy (hartree): -2708.16130
HOMO-LUMO gap (spin up / spin down) (Eh): 0.2091 / 0.2138

The geometry in ORCA input format:
```
! wB97M-V def2-TZVPD RIJCOSX def2/J DEFGRID3
* xyz 0 6
Na -1.295 0.132 2.460
N 0.050 -1.107 1.046
S 0.687 -0.562 -0.147
O 0.884 0.922 -0.425
C 2.480 -1.091 -0.162
F 2.540 -2.415 -0.167
F 2.999 -0.621 0.973
F 3.117 -0.599 -1.212
Sm -1.168 2.150 -0.196
S -3.886 1.672 0.807
O -2.420 2.185 1.582
S -2.126 -0.493 -1.314
O -1.787 1.016 -1.788
O -0.077 -1.189 -1.455
*
```

(6)
Computed, not measured: a single C2H2INO molecule at a distorted geometry, with ωB97M-V/def2-TZVPD.

Properties
SMILES string: N#C[C@@H](O)I
Molar mass (g mol⁻¹): 182.95
Energy above the lowest of the compared OMol25 structures with the same formula, charge and spin (kcal per mole): 10.5
Energy (hartree): -505.05044
HOMO-LUMO gap (Eh): 0.3487

The geometry in ORCA input format:
```
! wB97M-V def2-TZVPD RIJCOSX def2/J DEFGRID3
* xyz 0 1
C 1.731 -0.764 1.347
C 0.845 -0.361 0.176
N 2.387 -0.941 2.265
O 0.455 0.986 0.287
I 1.830 -0.877 -1.833
H 0.121 -1.106 0.334
H -0.514 1.113 0.159
*
```

(7)
Computed, not measured: 8 unconnected molecules or ions with the total composition C34H40Cl4F4O6 at a distorted geometry, with ωB97M-V/def2-TZVPD.

Properties
SMILES string: CCOC(=O)OC.CCOC(=O)OC.Fc1ccccc1.Fc1ccccc1.Fc1ccccc1.Fc1ccccc1.ClCCl.ClCCl
Molar mass (g mol⁻¹): 762.49
Energy above the lowest of the compared OMol25 structures with the same formula, charge and spin (kcal per mole): 51.0
Energy (hartree): -4011.15703
HOMO-LUMO gap (Eh): 0.3531

The geometry in ORCA input format:
```
! wB97M-V def2-TZVPD RIJCOSX def2/J DEFGRID3
* xyz 0 1
C -5.837 2.624 1.067
Cl -4.682 2.406 -0.256
Cl -7.302 1.625 0.936
H -5.295 2.266 1.943
H -6.148 3.664 1.170
C 4.162 0.965 1.932
Cl 4.399 -0.756 1.796
Cl 5.360 1.487 3.111
H 4.367 1.442 0.974
H 3.165 1.138 2.339
C 1.968 -3.918 -2.249
C 2.959 -5.085 -2.679
O 3.382 -4.798 -4.002
C 4.349 -5.508 -4.486
O 4.989 -6.414 -3.919
O 4.576 -4.977 -5.701
C 5.508 -5.596 -6.561
H 2.382 -2.951 -2.535
H 1.846 -4.103 -1.182
H 0.955 -3.974 -2.646
H 2.205 -5.871 -2.629
H 3.759 -5.253 -1.958
H 5.381 -6.677 -6.627
H 6.487 -5.504 -6.091
H 5.471 -5.130 -7.546
C 1.712 -1.471 -0.068
C 1.176 -0.450 -1.067
O 0.053 0.230 -0.629
C 0.119 1.176 0.230
O 1.109 1.542 0.868
O -1.062 1.860 0.091
C -1.415 2.964 0.878
H 0.911 -2.180 0.143
H 1.914 -1.020 0.903
H 2.671 -1.913 -0.337
H 0.987 -0.868 -2.055
H 1.950 0.293 -1.260
H -0.674 3.695 0.555
H -1.222 2.852 1.945
H -2.451 3.255 0.702
F -3.471 -4.053 -6.191
C -3.460 -2.936 -5.399
C -4.597 -2.192 -5.157
C -4.510 -0.970 -4.457
C -3.260 -0.501 -4.001
C -2.059 -1.265 -4.244
C -2.195 -2.415 -5.078
H -5.487 -2.524 -5.672
H -5.359 -0.335 -4.252
H -3.254 0.416 -3.431
H -1.094 -0.879 -3.951
H -1.284 -2.944 -5.315
F -1.405 2.927 4.411
C -1.840 3.287 5.653
C -2.103 4.655 5.892
C -2.511 5.026 7.167
C -2.580 4.117 8.242
C -2.489 2.720 7.935
C -2.078 2.293 6.596
H -2.000 5.404 5.121
H -2.654 6.086 7.317
H -2.795 4.480 9.236
H -2.688 2.085 8.786
H -2.018 1.250 6.321
F 2.263 2.125 -3.891
C 0.934 2.442 -3.900
C 0.372 3.028 -2.772
C -0.944 3.371 -2.729
C -1.778 3.110 -3.861
C -1.229 2.464 -4.993
C 0.106 2.154 -5.000
H 1.003 3.281 -1.932
H -1.322 3.962 -1.908
H -2.813 3.417 -3.879
H -1.836 2.261 -5.863
H 0.541 1.626 -5.836
F 0.878 0.456 7.943
C 1.191 -0.105 6.739
C 1.645 -1.388 6.652
C 1.989 -1.986 5.410
C 1.803 -1.239 4.270
C 1.248 0.011 4.255
C 0.992 0.562 5.527
H 1.821 -1.925 7.573
H 2.406 -2.977 5.311
H 2.109 -1.603 3.300
H 1.075 0.608 3.371
H 0.549 1.546 5.583
*
```

Which value of molar mass does entry 4 give? 355.46 g mol⁻¹

Which of these has the highest molar mass? C36H76F2N10O16